(1)
Computed, not measured: a structure of composition C36H29N9OS4W, with wB97M-V/def2-TZVPD.

Structure (XYZ):
```
80
Properties=species:S:1:pos:R:3:mulliken_charge:R:1
W 0.1189 -0.2816 -0.5468 1.869
C -1.6770 2.1057 2.9692 -1.869
C -0.8666 1.7680 1.7448 0.823
N -1.0437 0.6080 1.1711 1.153
N -2.1341 -0.0552 1.7535 -1.061
C -2.3278 -1.2594 1.3513 0.467
S -1.3697 -2.1175 0.2484 -0.507
S -3.6902 -2.1503 2.0689 -0.180
C -3.6131 -1.5544 3.7885 -0.877
C -2.5122 -2.2150 4.5708 0.570
C -1.2088 -1.7272 4.5254 0.490
C -0.1896 -2.3724 5.2086 -0.839
C -0.4623 -3.5071 5.9578 -0.462
C -1.7595 -3.9968 6.0158 -0.556
C -2.7748 -3.3559 5.3233 -0.660
C 0.0585 2.7883 1.2487 0.835
C -0.1105 4.1321 1.6402 -1.345
C 0.7235 5.1378 1.2116 -0.997
C 1.8002 4.8224 0.3799 -0.606
C 1.9851 3.5285 -0.0372 -0.874
C 1.1039 2.4973 0.3533 0.386
O 1.3185 1.3125 -0.1612 -0.164
H -1.7662 1.2329 3.6088 0.153
H -2.6953 2.3950 2.6975 0.251
H -1.2128 2.9043 3.5359 0.658
H -4.5878 -1.7888 4.2173 0.549
H -3.5093 -0.4718 3.7621 0.231
H -0.9816 -0.8536 3.9298 0.167
H 0.8212 -1.9912 5.1430 0.424
H 0.3329 -4.0101 6.4926 0.379
H -1.9796 -4.8836 6.5965 0.369
H -3.7838 -3.7513 5.3587 0.358
H -0.9352 4.4005 2.2833 0.432
H 0.5529 6.1567 1.5310 0.419
H 2.4830 5.5983 0.0559 0.445
H 2.8074 3.2603 -0.6892 0.391
N -1.0969 -1.2960 -4.6740 -0.015
C -2.2578 -1.8146 -4.1443 -0.922
C -2.1895 -1.6080 -2.8043 -0.622
N -1.0048 -0.9869 -2.5029 0.567
C -0.3717 -0.8085 -3.6459 -0.465
C 0.9370 -0.2071 -3.6020 0.023
N 1.3907 0.1260 -2.4149 1.167
C 2.6603 0.6061 -2.5858 -0.776
C 2.9697 0.5636 -3.9086 -1.227
N 1.8655 0.0460 -4.5493 -0.006
H -0.8209 -1.3383 -5.6389 0.178
H -3.0090 -2.2748 -4.7598 0.424
H -2.8792 -1.8823 -2.0258 0.468
H 3.2475 0.9222 -1.7417 0.555
H 3.8613 0.8340 -4.4447 0.452
H 1.7999 -0.1376 -5.5345 0.164
S 1.4329 -1.0328 1.4189 -0.185
C 2.9216 -1.4809 0.6314 0.349
C 4.1783 -1.2570 1.1768 -0.920
C 5.3282 -1.6570 0.4988 0.647
C 6.6112 -1.3807 1.0740 -0.225
N 7.6339 -1.1594 1.5497 -0.548
C 5.2236 -2.2972 -0.7417 0.635
C 3.9617 -2.5326 -1.2898 -0.866
C 2.8210 -2.1290 -0.6180 0.385
S 1.2081 -2.4179 -1.2405 -0.465
C 6.3855 -2.6937 -1.4773 -0.140
N 7.3200 -3.0031 -2.0715 -0.548
H 4.2729 -0.7523 2.1288 0.546
H 3.8808 -3.0295 -2.2475 0.537
C -3.4822 4.7254 -2.9233 -1.560
C -2.6450 3.5920 -2.4121 1.268
C -3.2075 2.5146 -1.7386 -1.109
C -2.3970 1.4989 -1.2742 -0.492
N -1.0706 1.4966 -1.4498 0.790
C -0.5216 2.5246 -2.1067 -0.428
C -1.2673 3.5783 -2.5956 -1.210
H -4.4882 4.6966 -2.5091 0.377
H -3.5626 4.6804 -4.0111 0.307
H -3.0308 5.6845 -2.6693 0.381
H -4.2734 2.4667 -1.5596 0.400
H -2.7990 0.6575 -0.7236 0.395
H 0.5534 2.5047 -2.2126 0.431
H -0.7660 4.3949 -3.0987 0.457
```

Values from the calculation:
Electronic energy = -98430.2915 eV
Gap between HOMO and LUMO = 6.1 eV
HOMO = -6.66 eV

---

(2)
Computed, not measured: a structure of composition C36H30BrCoN4O3S2 in a non-equilibrium geometry, with wB97M-V/def2-TZVPD.

Structure (XYZ):
```
77
Properties=species:S:1:pos:R:3:mulliken_charge:R:1
Co -0.1412 -0.9926 0.8390 -0.263
C 1.5817 2.7375 -0.5834 -1.983
C 1.4890 1.3254 -0.0457 1.289
N 0.3468 0.8678 0.3935 1.558
N -0.6950 1.7694 0.3443 -0.883
C -1.8654 1.3735 0.6912 0.565
S -2.3079 -0.1437 1.3314 -0.546
S -3.1828 2.5479 0.5313 -0.202
C -2.5486 3.6590 -0.7729 -0.146
C -2.0609 4.9910 -0.2749 0.701
C -1.2431 5.0701 0.8503 0.021
C -0.7651 6.2925 1.2929 -0.833
C -1.0877 7.4576 0.6090 -0.385
C -1.8945 7.3875 -0.5153 -0.492
C -2.3820 6.1631 -0.9517 -0.537
C 2.7143 0.5480 -0.0295 0.338
C 3.9250 1.1497 -0.4235 -1.153
C 5.1194 0.4686 -0.4445 -0.948
C 5.1430 -0.8772 -0.0593 -0.431
C 3.9907 -1.5039 0.3316 -0.806
C 2.7351 -0.8289 0.3693 0.627
O 1.7162 -1.4759 0.7701 -0.492
H 0.5934 3.1643 -0.6799 0.147
H 2.0702 2.7372 -1.5570 0.473
H 2.1620 3.3594 0.1024 0.401
H -3.3575 3.7767 -1.4933 0.479
H -1.7297 3.1089 -1.2373 -0.294
H -0.9955 4.1559 1.3751 0.245
H -0.1393 6.3417 2.1754 0.377
H -0.7236 8.4171 0.9549 0.362
H -2.1478 8.2910 -1.0569 0.354
H -3.0192 6.1215 -1.8279 0.333
H 3.9302 2.1904 -0.7160 0.355
H 6.0257 0.9735 -0.7541 0.370
H 6.0823 -1.4191 -0.0751 0.381
H 3.9928 -2.5426 0.6382 0.425
Br -4.5361 -6.6304 -1.0523 -0.236
C -3.4270 -5.3722 -0.1484 0.007
C -3.1178 -4.1682 -0.7586 -0.758
C -2.2975 -3.2722 -0.1035 0.135
C -1.7612 -3.5535 1.1582 0.822
C -2.1117 -4.7748 1.7538 -0.780
C -2.9376 -5.6763 1.1082 -0.832
N -0.9320 -2.5952 1.7561 0.927
C -0.7748 -2.6091 3.0384 0.325
C -0.0626 -1.5862 3.7418 -0.175
C 0.0269 -1.5889 5.1427 -1.096
C 0.6757 -0.5574 5.7802 -0.264
C 1.2605 0.4449 5.0118 -0.845
C 1.1281 0.3728 3.6340 -0.186
N 0.4686 -0.5888 3.0165 0.473
H -3.5214 -3.9254 -1.7316 0.481
H -2.0595 -2.3217 -0.5674 0.084
H -1.7261 -5.0546 2.7246 0.309
H -3.2013 -6.6112 1.5838 0.389
H -1.2905 -3.3545 3.6350 0.310
H -0.4312 -2.3984 5.6978 0.429
H 0.7305 -0.5161 6.8605 0.416
H 1.7890 1.2679 5.4715 0.400
H 1.5663 1.1361 2.9982 0.360
C 0.9535 -4.4882 -3.1375 -1.898
C 0.4622 -3.2923 -2.3281 1.242
O 0.2583 -3.4685 -1.1441 -0.503
C 0.2514 -2.0368 -3.0522 0.820
C 0.6398 -1.9617 -4.4005 -0.921
C 0.4670 -0.8378 -5.1702 -0.858
C -0.1049 0.2999 -4.5916 -0.621
C -0.4814 0.2960 -3.2779 -0.359
C -0.3537 -0.8597 -2.4358 -0.276
O -0.8285 -0.7420 -1.2550 -0.290
H 1.0394 -5.3401 -2.4665 0.372
H 1.9294 -4.2845 -3.5806 0.420
H 0.2459 -4.7262 -3.9336 0.398
H 1.1027 -2.8274 -4.8596 0.280
H 0.7817 -0.8308 -6.2063 0.341
H -0.2397 1.1922 -5.1940 0.396
H -0.9116 1.1791 -2.8193 0.354
```

Values from the calculation:
Electronic energy = -179264.4254 eV
Charge = -1
Gap between HOMO and LUMO (spin up / spin down) = 5.5 / 5.6 eV
⟨S²⟩ = 0.798
Multiplicity = 2
HOMO (spin up / spin down) = -4.06 / -4.17 eV

---

(3)
Computed, not measured: a structure of composition C36H30ClCuF5N8O4S in a non-equilibrium geometry, with wB97M-V/def2-TZVPD.

Structure (XYZ):
```
86
Properties=species:S:1:pos:R:3:mulliken_charge:R:1
Cu -2.0466 0.4260 -0.4197 2.929
C 11.8579 0.8307 -1.5967 -0.830
O 11.1216 0.8226 -0.3971 -0.454
C 9.7698 0.7539 -0.4575 0.938
C 9.1164 0.7120 0.7770 -0.746
C 7.7447 0.6548 0.8457 -0.509
C 6.9776 0.6336 -0.3216 0.366
C 7.6360 0.6651 -1.5506 -0.842
C 9.0118 0.7244 -1.6257 -0.443
C 5.5345 0.6032 -0.3073 0.199
N 4.7857 0.5290 -1.3858 -0.833
C 3.5008 0.5730 -0.9561 0.926
C 3.4669 0.6727 0.4382 0.197
N 4.7750 0.6876 0.8314 -0.109
C 2.2611 0.7499 1.1734 0.008
C 2.1557 0.8466 2.5678 -0.590
C 0.9065 0.9287 3.1389 -1.300
C -0.2185 0.8807 2.3100 -0.287
N -0.1385 0.7716 1.0059 0.311
C 1.0568 0.7294 0.4218 -0.523
C 1.0810 0.6899 -1.0204 0.126
N -0.0933 0.8068 -1.6529 0.705
C -0.1041 0.8432 -2.9649 -0.256
C 1.0464 0.6914 -3.7465 -1.233
C 2.2624 0.5539 -3.1210 -0.705
C 2.3018 0.5882 -1.7225 0.008
H 12.9034 0.8472 -1.2943 0.240
H 11.6381 1.7195 -2.1962 0.334
H 11.6692 -0.0694 -2.1894 0.339
H 9.7235 0.7301 1.6677 0.412
H 7.2771 0.6206 1.8184 0.286
H 7.0367 0.6472 -2.4461 0.486
H 9.4833 0.7552 -2.5949 0.399
H 5.1166 0.7700 1.7742 0.184
H 3.0472 0.8606 3.1797 0.423
H 0.7878 1.0149 4.2082 0.441
H -1.2199 0.9406 2.7100 0.503
H -1.0726 0.9961 -3.4162 0.524
H 0.9639 0.6848 -4.8209 0.469
H 3.1881 0.4390 -3.6641 0.590
C -4.4964 4.9631 1.1808 -0.990
N -3.8840 3.6853 1.4532 -0.204
C -3.0066 3.0445 0.6478 0.053
N -2.4954 3.7284 -0.4068 -0.392
O -2.6130 1.9198 0.9757 -0.424
H -5.0421 5.2822 2.0650 0.345
H -5.1901 4.9231 0.3355 0.287
H -3.7220 5.6991 0.9687 0.308
H -4.3215 3.0897 2.1388 0.249
H -3.0652 4.4565 -0.8137 0.317
H -2.0287 3.1258 -1.0757 0.129
F -3.8075 -1.8188 -1.0920 -0.276
C -2.5440 -1.4224 -1.4758 -0.349
F -1.7076 -2.4128 -0.9873 -0.316
C -2.5122 -1.6042 -2.9966 0.619
F -3.1856 -0.6644 -3.6687 -0.222
F -3.0414 -2.7762 -3.4037 -0.302
F -1.2545 -1.5990 -3.4677 -0.249
S -4.4906 -3.7774 4.1274 -0.121
C -3.7963 -2.5865 2.9851 0.370
C -4.5966 -1.6407 2.3659 -0.849
C -4.0011 -0.7599 1.4781 -0.776
N -2.7076 -0.8075 1.2026 0.764
C -1.9448 -1.7185 1.7809 -0.451
C -2.4403 -2.6272 2.6991 -1.020
C -5.2981 -4.7522 2.8504 0.360
C -4.5988 -5.7728 2.2307 -0.198
C -5.2461 -6.4796 1.2272 -0.426
N -6.4831 -6.2252 0.8427 -0.587
C -7.1362 -5.2453 1.4384 -0.466
C -6.5951 -4.4754 2.4589 -0.121
H -5.6563 -1.6010 2.5513 0.379
H -4.5714 -0.0134 0.9423 0.568
H -0.9076 -1.7400 1.4791 0.609
H -1.7969 -3.3609 3.1613 0.466
H -3.5845 -6.0011 2.5156 0.376
H -4.7451 -7.2842 0.7054 0.368
H -8.1413 -5.0623 1.0823 0.369
H -7.1612 -3.6871 2.9278 0.452
Cl -5.1934 3.9751 -2.3932 -0.231
C -4.9307 2.3000 -2.8817 -0.623
C -4.2533 1.5700 -1.6945 -0.052
O -4.9134 1.3019 -0.7066 -0.607
O -3.0211 1.3631 -1.8916 -0.471
H -4.2815 2.3048 -3.7565 0.251
H -5.9037 1.8616 -3.1033 0.400
```

Values from the calculation:
Electronic energy = -139517.5787 eV
Gap between HOMO and LUMO (spin up / spin down) = 7.6 / 7.7 eV
⟨S²⟩ = 0.754
Multiplicity = 2
HOMO (spin up / spin down) = -7.77 / -7.86 eV